# 1
ORCA calculation (ωB97M-V/def2-TZVPD) on a gas-phase ion, C3H7N2OS (charge +1).

Geometry (Å):
1 C 0.21355 2.54315 -1.10823
2 C -0.17129 -1.73020 1.32969
3 C -0.56725 1.60611 -0.56250
4 N 0.39982 -0.59121 0.92982
5 N 0.43941 -2.83948 1.04361
6 O -1.56696 0.84737 -1.02456
7 S -0.25183 0.84501 1.21826
8 H 1.18768 2.85685 -0.69841
9 H 0.15082 2.71321 -2.16389
10 H -1.15337 -1.97602 1.69215
11 H -0.00773 -3.79171 1.19555
12 H 1.37705 -2.75408 0.58758
13 H -2.08584 1.18298 -1.76235
14 H 1.03467 1.42358 1.53669

Cartesian forces, eV/Å:
0.70 -1.42 0.61
-0.03 0.96 -1.52
1.25 -0.27 0.87
-0.22 -2.12 0.32
1.39 -2.25 -0.48
-0.04 -0.18 0.58
1.16 1.98 -0.48
-0.98 0.00 0.31
-0.56 0.40 -0.42
-0.68 1.05 0.68
1.03 1.96 -0.22
-1.21 -0.47 0.57
0.19 0.43 -0.18
-1.99 -0.09 -0.64

Output
charge	+1
HOMO level	-13.709	eV
energy above the lowest of the compared OMol25 structures with the same formula, charge and spin	308.5	kJ/mol
Kohn-Sham gap	10.148	eV

---

# 2
ORCA calculation (ωB97M-V/def2-TZVPD) on a gas-phase ion, C3H7N2OS (charge +1).

Geometry (Å):
1 C -2.11686 -1.64263 -1.25387
2 C 1.65727 1.27776 0.05869
3 C -1.19441 -0.66350 -1.01420
4 N 1.15118 -0.35966 0.33974
5 N 2.01266 2.01124 1.08143
6 O -1.40380 0.65886 -0.79091
7 S 0.59990 -1.02319 -0.98211
8 H -1.84682 -2.71074 -1.35478
9 H -3.20373 -1.66944 -1.42170
10 H 1.66839 1.59292 -0.91982
11 H 1.91762 3.07175 0.97379
12 H 1.80664 1.66590 2.03097
13 H -2.21905 0.95789 -0.44290
14 H 0.29407 -2.40559 -0.70711

Cartesian forces, eV/Å:
1.57 -0.55 -0.01
-1.37 -4.33 -0.49
-3.33 -0.33 -0.20
1.72 3.19 0.94
-0.07 2.36 2.98
2.73 -0.81 -1.05
-1.74 -1.63 -0.83
0.65 0.76 0.17
0.49 1.36 0.33
-0.13 0.26 -1.96
0.07 -2.10 0.27
0.33 0.37 -0.74
-1.69 -0.20 0.52
0.78 1.63 0.08

Output
charge	+1
spin multiplicity	3
<S²>	2.0092
HOMO level (spin up / spin down)	-10.587 / -14.087	eV
energy above the lowest of the compared OMol25 structures with the same formula, charge and spin	369.1	kJ/mol
Kohn-Sham gap (spin up / spin down)	6.510 / 6.922	eV

---

# 3
ORCA calculation (ωB97M-V/def2-TZVPD) on a gas-phase ion, C3H7N2OS2 (charge +1).

Geometry (Å):
1 C -0.06105 0.82862 -0.09499
2 C -1.69338 -0.95816 0.08034
3 C 2.68467 0.33919 0.33577
4 N -1.13003 1.55766 0.01646
5 N -0.39350 -0.59528 0.38763
6 O -1.84448 -1.42550 -1.22279
7 S -2.59826 0.74843 0.18808
8 S 1.55824 1.47378 -0.41331
9 H -2.06745 -1.58298 0.81780
10 H 3.76014 0.60156 -0.13751
11 H 2.41321 -0.71940 0.12108
12 H 2.76172 0.44388 1.37031
13 H -1.28050 2.55108 -0.15569
14 H 0.36188 -1.20992 0.09122
15 H -2.47120 -2.05295 -1.38439

Cartesian forces, eV/Å:
0.38 -2.76 2.31
-1.79 1.52 -2.42
2.26 -1.22 -2.20
-0.01 0.13 -0.86
3.45 4.56 -1.62
3.60 2.91 0.83
-0.65 -1.51 0.69
-1.67 0.34 -0.36
-1.04 -1.27 1.29
-2.61 -0.72 0.93
0.53 0.77 -0.14
-0.01 0.43 1.69
0.94 -0.12 -0.07
-0.46 -0.30 0.09
-2.91 -2.75 -0.17

Output
charge	+1
HOMO level	-13.262	eV
energy above the lowest of the compared OMol25 structures with the same formula, charge and spin	57.5	kJ/mol
Kohn-Sham gap	9.164	eV

---

# 4
ORCA calculation (ωB97M-V/def2-TZVPD) on 2 unconnected molecules or ions with the total composition C3H7N2P.

Geometry (Å):
1 C -0.33789 -1.24629 -0.52220
2 C 0.08236 0.24366 -0.72013
3 C 1.23704 0.52394 0.34223
4 N -1.57013 -1.24686 0.27377
5 N -2.02528 -0.16264 0.55825
6 P -1.39455 1.24283 -0.13401
7 H -0.49533 -1.71189 -1.47264
8 H 0.51590 -1.75494 0.11704
9 H 0.25414 0.52186 -1.74429
10 H 2.14473 -0.12425 0.32184
11 H 0.71876 0.47312 1.24099
12 H 1.61451 1.65108 0.07059
13 H -0.74427 1.59037 1.66855

Cartesian forces, eV/Å:
1.82 1.33 1.07
0.77 -0.30 1.72
1.59 2.81 -3.95
0.51 -2.01 0.28
-2.41 -0.16 0.84
2.20 1.10 2.50
-0.10 -0.73 -0.35
-1.95 0.49 -1.45
0.62 -0.02 -0.36
-0.86 0.21 -0.27
-0.21 0.05 1.88
-0.78 -2.60 1.28
-1.19 -0.17 -3.19

Output
HOMO level	-8.805	eV
energy above the lowest of the compared OMol25 structures with the same formula, charge and spin	165.0	kJ/mol
Kohn-Sham gap	8.602	eV

---

# 5
ORCA calculation (ωB97M-V/def2-TZVPD) on a single C3H7N2P molecule.

Geometry (Å):
1 C -0.07131 0.22409 -1.75980
2 C -1.44290 -0.16243 -1.01375
3 C 1.28006 -0.26574 1.68888
4 N 0.01869 0.52022 -2.90374
5 N 0.39682 -0.51428 0.65631
6 P -1.09154 0.24133 0.68596
7 H 0.76782 -0.28375 -0.98544
8 H -2.15582 0.50680 -1.50555
9 H -1.65206 -1.27785 -1.16180
10 H 1.08204 -0.65586 2.66048
11 H 2.21515 -0.65142 1.23571
12 H 1.60634 0.71599 1.84564
13 H -0.95331 1.60291 0.55711

Cartesian forces, eV/Å:
-0.29 -2.46 0.98
0.01 -0.10 -1.28
3.55 -0.69 -0.84
0.46 0.74 -0.82
-2.95 0.31 -0.67
0.06 -1.83 0.28
-0.69 0.95 0.02
-0.36 -0.55 0.29
0.32 1.73 0.10
-0.37 -0.93 0.56
0.10 -0.57 1.15
-0.24 2.30 0.28
0.39 1.10 -0.06

Output
HOMO level (spin up / spin down)	-8.707 / -8.858	eV
energy above the lowest of the compared OMol25 structures with the same formula, charge and spin	241.6	kJ/mol
Kohn-Sham gap (spin up / spin down)	7.363 / 8.225	eV

---

# 6
ORCA calculation (ωB97M-V/def2-TZVPD) on a molecular structure, C3H7N2S.

Geometry (Å):
1 C -0.59119 -1.40392 -0.02703
2 C -1.84084 -0.58810 -0.17678
3 C 0.69327 0.40111 0.60760
4 N 0.51193 -0.90230 0.30036
5 N 1.67872 1.09347 -0.25175
6 S -1.52301 1.16396 0.03792
7 H -0.64596 -2.46845 -0.20070
8 H -2.26980 -0.78435 -1.16151
9 H -2.53945 -0.94198 0.58969
10 H 0.79644 0.65348 1.65740
11 H 2.61639 0.68326 -0.11492
12 H 1.70620 2.09356 -0.02050
13 H 1.40732 1.00026 -1.23978

Cartesian forces, eV/Å:
-0.16 0.03 -0.06
-0.17 0.44 0.05
-3.45 0.88 -0.29
1.05 -0.34 -0.01
0.14 0.01 -0.12
2.55 -0.70 0.61
-0.03 -0.23 -0.03
0.01 -0.11 0.06
-0.03 -0.03 -0.12
0.18 0.07 -0.08
-0.16 0.15 -0.13
0.02 -0.17 -0.06
0.06 0.00 0.18

Output
charge	+1
HOMO level	-12.977	eV
energy above the lowest of the compared OMol25 structures with the same formula, charge and spin	204.0	kJ/mol
Kohn-Sham gap	8.472	eV

---

Question: energy above the lowest of the compared OMol25 structures with the same formula, charge and spin of number 1 (C3H7N2OS)?
Answer: 308.5 kJ/mol

---

Please write out number 4 again, unchanged.
ORCA calculation (ωB97M-V/def2-TZVPD) on 2 unconnected molecules or ions with the total composition C3H7N2P.

Geometry (Å):
1 C -0.33789 -1.24629 -0.52220
2 C 0.08236 0.24366 -0.72013
3 C 1.23704 0.52394 0.34223
4 N -1.57013 -1.24686 0.27377
5 N -2.02528 -0.16264 0.55825
6 P -1.39455 1.24283 -0.13401
7 H -0.49533 -1.71189 -1.47264
8 H 0.51590 -1.75494 0.11704
9 H 0.25414 0.52186 -1.74429
10 H 2.14473 -0.12425 0.32184
11 H 0.71876 0.47312 1.24099
12 H 1.61451 1.65108 0.07059
13 H -0.74427 1.59037 1.66855

Cartesian forces, eV/Å:
1.82 1.33 1.07
0.77 -0.30 1.72
1.59 2.81 -3.95
0.51 -2.01 0.28
-2.41 -0.16 0.84
2.20 1.10 2.50
-0.10 -0.73 -0.35
-1.95 0.49 -1.45
0.62 -0.02 -0.36
-0.86 0.21 -0.27
-0.21 0.05 1.88
-0.78 -2.60 1.28
-1.19 -0.17 -3.19

Output
HOMO level	-8.805	eV
energy above the lowest of the compared OMol25 structures with the same formula, charge and spin	165.0	kJ/mol
Kohn-Sham gap	8.602	eV

---

Question: Among the records above, which one has the lowest energy above the lowest of the compared OMol25 structures with the same formula, charge and spin?
Answer: C3H7N2OS2